Density functional theory data (ωB97M-V/def2-TZVPD) for one molecule with the formula C14H20N2O4 in a non-equilibrium geometry.

E (eV): -26009.745
SMILES: CC(C)[C@H](NC(=O)[C@@H](N)Cc1ccc(O)cc1)C(=O)O
E_HOMO (eV): -8.295
Multiplicity: 1
Net charge: 0
Relative energy (zero: lowest compared OMol25 entry of this formula, charge and spin) (eV): 4.916
Strongest force on any atom (eV Å⁻¹): 5.33
LUMO level (eV): 0.4

Last columns: bonded neighbours and bond lengths (Å).
Atoms and positions in Å:
1 C 0.14 -2.09 -0.22  C2 1.588, C3 1.523, H17 1.088, N35 1.551
2 C 0.68 -1.32 1.06  C1 1.588, N36 1.322, O37 1.217
3 C -1.37 -2.31 -0.22  C1 1.523, C4 1.425, H18 1.080, H19 1.079
4 C -2.24 -1.19 -0.12  C3 1.425, C5 1.384, C6 1.378
5 C -1.80 0.11 -0.30  C4 1.384, C7 1.413, H20 1.043
6 C -3.59 -1.44 -0.14  C4 1.378, C8 1.377, H21 1.109
7 C -2.72 1.17 -0.42  C5 1.413, C9 1.462, H22 1.077
8 C -4.52 -0.42 -0.14  C6 1.377, C9 1.418, H23 1.144
9 C -4.15 0.95 -0.21  C7 1.462, C8 1.418, O38 1.378
10 C 1.90 0.41 -0.29  C11 1.475, C12 1.589, H26 1.151, N36 1.500
11 C 2.78 -0.29 -1.25  C10 1.475, O39 1.254, O40 1.290
12 C 2.42 1.87 0.08  C10 1.589, C13 1.560, C14 1.602, H27 1.066
13 C 1.16 2.78 0.27  C12 1.560, H28 1.124, H29 1.046, H30 1.059
14 C 3.18 1.94 1.49  C12 1.602, H31 1.108, H32 1.133, H33 1.113
15 H 2.01 -3.23 -0.34  N35 1.137
16 H 0.90 -3.78 1.04  N35 1.058
17 H 0.55 -1.82 -1.19  C1 1.088
18 H -1.55 -2.76 -1.19  C3 1.080
19 H -1.47 -2.93 0.65  C3 1.079
20 H -0.81 0.31 -0.57  C5 1.043
21 H -4.02 -2.44 -0.36  C6 1.109
22 H -2.37 2.19 -0.50  C7 1.077
23 H -5.59 -0.74 -0.38  C8 1.144
24 H -5.46 2.73 -0.17  O38 0.968
25 H 1.54 0.11 1.82  N36 1.066
26 H 0.86 0.47 -0.80  C10 1.151
27 H 3.03 2.22 -0.71  C12 1.066
28 H 1.24 3.66 -0.42  C13 1.124
29 H 1.09 3.03 1.28  C13 1.046
30 H 0.27 2.32 -0.07  C13 1.059
31 H 3.84 2.81 1.64  C14 1.108
32 H 2.32 1.96 2.23  C14 1.133
33 H 3.71 0.96 1.43  C14 1.113
34 H 3.95 -0.41 -2.48  O40 0.991
35 N 0.96 -3.38 0.07  C1 1.551, H15 1.137, H16 1.058
36 N 1.66 -0.44 0.92  C2 1.322, C10 1.500, H25 1.066
37 O 0.30 -1.67 2.16  C2 1.217
38 O -5.20 1.82 -0.41  C9 1.378, H24 0.968
39 O 2.77 -1.54 -1.22  C11 1.254
40 O 3.60 0.38 -1.99  C11 1.290, H34 0.991